Entry 1:
Molecular formula: C8H20N4O
Method: DFT, ωB97M-V/def2-TZVPD

The geometry in XYZ format:
```
33
Properties=species:S:1:pos:R:3
C 3.57983 -0.99827 1.71119
C 2.25846 -1.52826 1.21694
C 1.30457 -0.42786 1.78212
N -0.13131 -0.46163 1.66401
O -0.67190 -1.68360 2.09598
N -1.77740 -1.91925 1.42128
C -1.95159 -1.17827 0.35607
N -2.99015 -1.49100 -0.41001
C -0.86535 -0.16244 0.15710
N -0.01464 -0.45687 -1.06205
C -1.37300 1.25770 0.26776
C -1.92799 1.77943 -1.05489
C -0.98731 2.27455 -2.20912
H 3.84715 0.04311 1.51507
H 3.68679 -1.14380 2.71011
H 4.32589 -1.59805 1.17826
H 1.80216 -2.46379 1.55101
H 2.22305 -1.56862 0.18553
H 1.64094 -0.39713 2.77999
H 1.38884 0.56289 1.37459
H -2.27534 -2.72539 1.82211
H -3.15195 -1.49063 -1.38513
H -3.79895 -1.99777 -0.06641
H -0.23399 0.12238 -1.93527
H -0.10199 -1.36696 -1.40878
H 0.85199 -0.13372 -0.82800
H -2.26229 1.38535 0.87845
H -0.58837 1.69628 0.77986
H -2.59052 1.17229 -1.55930
H -2.54228 2.48319 -0.71551
H -0.22790 2.84400 -1.88429
H -1.49232 2.99917 -2.79764
H -0.47789 1.59259 -2.80271
```

Values from the calculation:
- SMILES string: CCCN1ONC(=[NH2+])[C@@]1([NH3+])CCC
- 2S+1: 1
- Electronic energy: -610.22338 Eh
- Frontier orbital gap: 0.3262 Eh
- Total charge: +2

---

Entry 2:
Molecular formula: C5H3O6Y
Method: DFT, ωB97M-V/def2-TZVPD

The geometry in XYZ format:
```
15
Properties=species:S:1:pos:R:3
O 5.31891 -0.17423 -1.86885
C 4.22526 -0.32006 -1.56855
Y -0.07219 -0.13846 -0.04144
O 1.92155 -2.47449 -1.89599
C 1.33601 -1.67358 -1.29350
C -0.57739 1.92494 1.15201
O -0.89375 2.87092 1.72908
C -0.41277 1.16763 -2.06919
O -0.59412 1.76910 -3.04141
C 1.02366 -0.84497 2.01483
O 1.52926 -1.20481 2.99327
H 1.50233 0.87000 -0.09744
O -2.18394 -0.97507 0.28405
H -2.53217 -1.36621 1.11925
H -2.99315 -0.72395 -0.21978
```

Values from the calculation:
- 2S+1: 1
- Electronic energy: -681.40353 Eh
- Energy relative to the best compared isomer or geometry (same formula, charge and spin): 0.0 kJ/mol
- Frontier orbital gap: 0.2700 Eh
- Total charge: +2

---

Entry 3:
Molecular formula: C21H27N5O5
Method: DFT, ωB97M-V/def2-TZVPD

The geometry in XYZ format:
```
58
Properties=species:S:1:pos:R:3
C 0.30288 1.35402 5.03379
O 1.33740 0.75810 4.29086
C 1.01036 -0.01624 3.21019
C -0.29082 -0.17118 2.74862
C -0.55381 -0.93528 1.62903
C 0.47321 -1.55028 0.93608
C 0.17954 -2.36307 -0.30792
C -0.66153 -1.54419 -1.27771
C 0.08916 -0.39269 -1.79492
O 1.29016 -0.28616 -1.67073
O -0.66261 0.53811 -2.39688
C 0.02374 1.71715 -2.84320
C -0.80966 2.36122 -3.94780
C -2.13140 2.89919 -3.40616
C -1.88674 3.87693 -2.26140
C -1.10274 3.19328 -1.14543
C 0.23325 2.67989 -1.67256
C -1.95444 -1.83282 -1.55826
C -2.84530 -1.04905 -2.46531
N -2.56214 -2.93158 -0.98815
C -1.83527 -3.80630 -0.24418
N -2.17694 -4.96321 0.27686
N -1.07294 -5.40985 0.87654
N -0.10523 -4.60783 0.75126
N -0.53714 -3.56259 0.03916
C 1.78649 -1.42710 1.39376
O 2.76797 -2.10964 0.73456
C 3.81297 -1.33366 0.16618
C 2.06173 -0.67491 2.54751
O 3.37398 -0.62162 2.93195
C 3.69316 -0.58713 4.30714
H 0.79669 1.87116 5.85540
H -0.25648 2.08091 4.43617
H -0.38564 0.60622 5.43961
H -1.10992 0.31179 3.25540
H -1.57336 -1.03974 1.28693
H 1.13905 -2.63964 -0.76229
H 1.00151 1.40596 -3.23454
H -0.22632 3.17752 -4.37708
H -0.99738 1.62718 -4.73349
H -2.73463 2.06502 -3.04554
H -2.68086 3.39148 -4.21090
H -2.84049 4.24423 -1.87720
H -1.32023 4.73539 -2.62963
H -0.92790 3.89128 -0.32469
H -1.68068 2.35236 -0.75565
H 0.78185 2.16325 -0.88285
H 0.84334 3.51486 -2.02117
H -3.73287 -1.62488 -2.72040
H -3.15521 -0.12718 -1.97618
H -2.32245 -0.77456 -3.37653
H -3.50204 -3.19375 -1.23813
H 4.34031 -0.75083 0.92212
H 3.40792 -0.66993 -0.60256
H 4.49221 -2.05334 -0.28699
H 3.06843 -1.27770 4.87831
H 4.73353 -0.90721 4.36806
H 3.59432 0.41861 4.72094
```

Values from the calculation:
- SMILES string: COc1ccc([C@@H]2C(C(=O)OC3CCCCC3)=C(C)Nc3nnnn32)c(OC)c1OC
- 2S+1: 1
- Electronic energy: -1466.35777 Eh
- Energy relative to the best compared isomer or geometry (same formula, charge and spin): 308.0 kJ/mol
- Frontier orbital gap: 0.3205 Eh

---

Entry 4:
Molecular formula: C12H19IN
Method: DFT, ωB97M-V/def2-TZVPD

The geometry in XYZ format:
```
33
Properties=species:S:1:pos:R:3
C 0.48228 1.69529 -0.50618
C 0.43817 0.27694 -0.37857
C -0.71584 -0.41801 -0.18181
C -0.60779 2.41768 -0.13821
C -2.10507 0.32674 -0.10500
C -1.82257 1.74580 0.37358
C 1.72723 -0.54268 -0.38692
C 1.67779 -1.80821 0.27978
C -0.78158 -1.84135 -0.00274
C -0.66117 3.91445 -0.57295
C 1.96951 -0.72107 -1.92899
C 1.82766 -1.72480 1.76042
N -1.33131 -2.31579 1.29687
I -1.59755 -3.10907 -1.38991
H 1.47489 1.96098 -0.88405
H -2.43248 0.30392 -1.14608
H -2.86548 -0.00327 0.53251
H -1.60461 1.52248 1.36494
H -2.79989 2.25389 0.13122
H 2.44780 0.11026 -0.05946
H 1.83454 -2.57165 -0.38913
H -0.71303 4.45494 0.37126
H -1.50779 4.09525 -1.07758
H 0.29080 4.16443 -1.04247
H 1.14912 -1.35512 -2.44639
H 3.03772 -1.11307 -2.12445
H 2.03615 0.12114 -2.54261
H 0.94134 -1.32458 2.24107
H 2.59294 -0.90778 1.84831
H 2.13547 -2.57208 2.16460
H -0.87284 -1.85810 2.10743
H -1.43537 -3.27548 1.24430
H -2.20905 -1.90207 1.58723
```

Values from the calculation:
- 2S+1: 1
- Electronic energy: -820.65389 Eh
- Energy relative to the best compared isomer or geometry (same formula, charge and spin): 291.5 kJ/mol
- Frontier orbital gap (spin up / spin down): 0.2758 / 0.2761 Eh
- Total charge: +1

---

Entry 5:
Molecular formula: C11H13BN2O
Method: DFT, ωB97M-V/def2-TZVPD

The geometry in XYZ format:
```
28
Properties=species:S:1:pos:R:3
C 4.64692 -0.42134 1.19812
B 3.90753 -0.07785 -0.20300
O 4.65770 0.05535 -1.37881
N 2.38649 0.03677 -0.14221
C 1.68015 -0.32448 -1.29540
C 0.21367 -0.28912 -1.31802
C -0.53713 0.12996 -0.11612
C -2.08231 0.12906 -0.11173
C -2.90987 -0.38477 -1.24936
C -4.37428 -0.31046 -1.18331
N -5.05294 0.21216 -0.09418
C -4.32706 0.66569 0.98522
C -2.86779 0.65229 1.05489
C 0.24288 0.54645 1.07112
C 1.70896 0.47394 0.99288
H 4.39139 0.31594 2.00645
H 4.34003 -1.47925 1.46242
H 5.75726 -0.38102 1.04067
H 4.81161 -0.86643 -1.69064
H 2.26886 -0.63818 -2.19161
H -0.27878 -0.58961 -2.27339
H -2.39005 -0.82106 -2.13782
H -4.98579 -0.68739 -2.03955
H -6.07950 0.26873 -0.10923
H -4.87315 1.08201 1.86810
H -2.28643 1.01094 1.93179
H -0.23942 0.90861 2.00955
H 2.27106 0.78305 1.91317
```

Values from the calculation:
- 2S+1: 1
- Electronic energy: -635.98467 Eh
- Frontier orbital gap: 0.2998 Eh
- Total charge: +2

---

Entry 6:
Molecular formula: C15H24N2O4
Method: DFT, ωB97M-V/def2-TZVPD

The geometry in XYZ format:
```
45
Properties=species:S:1:pos:R:3
C -4.72370 -0.11273 1.15158
C -4.43811 0.41393 -0.24841
C -3.17349 -0.21002 -0.85354
N -1.97781 0.11599 -0.09255
C -1.08289 1.06137 -0.72519
C -1.62322 2.49345 -0.66891
C -1.79472 2.96844 0.76738
C -1.35062 -0.99645 0.57247
C -0.68737 -2.08653 -0.31473
O -0.64143 -3.31548 0.37066
C 0.72119 -1.70435 -0.79665
O 1.48950 -1.34552 0.34075
C 2.75492 -0.91787 0.17906
C 3.42458 -0.54798 1.35475
C 4.71987 -0.09546 1.30705
C 5.36941 -0.00491 0.07718
N 6.72141 0.46687 0.02036
O 7.25815 0.77278 1.06588
O 7.25201 0.53406 -1.07023
C 4.71738 -0.36931 -1.09427
C 3.41617 -0.82403 -1.04771
H -4.86115 -1.19191 1.13483
H -3.89586 0.12206 1.81518
H -5.62723 0.34141 1.55190
H -4.32918 1.49720 -0.20760
H -5.27995 0.18447 -0.90573
H -3.31329 -1.29516 -0.88254
H -3.06670 0.13569 -1.88951
H -0.88905 0.80271 -1.78293
H -0.13183 1.03875 -0.18764
H -0.92230 3.14589 -1.19465
H -2.57779 2.54329 -1.19342
H -2.43614 2.27944 1.30901
H -2.24003 3.96001 0.79372
H -0.83172 3.01006 1.27160
H -2.11749 -1.50808 1.16081
H -0.59906 -0.60611 1.26453
H -1.30565 -2.27315 -1.19910
H -0.07969 -3.20095 1.14675
H 0.67126 -0.87214 -1.50557
H 1.16943 -2.57607 -1.29141
H 2.89671 -0.62811 2.29147
H 5.24715 0.19310 2.20307
H 5.24343 -0.29184 -2.03347
H 2.92486 -1.10679 -1.96423
```

Values from the calculation:
- SMILES string: CCCN(CCC)C[C@H](O)COc1ccc([N+](=O)[O-])cc1
- 2S+1: 1
- Electronic energy: -996.32787 Eh
- Energy relative to the best compared isomer or geometry (same formula, charge and spin): 441.0 kJ/mol
- Frontier orbital gap: 0.2969 Eh

---

Entry 7:
Molecular formula: CClF2O2S
Method: DFT, ωB97M-V/def2-TZVPD

The geometry in XYZ format:
```
7
Properties=species:S:1:pos:R:3
C 1.92356 0.20913 1.83798
O -3.25843 -0.42992 -1.58755
O -1.63420 -1.21920 -3.26384
F 0.66480 0.12546 2.30002
F 1.71234 0.12397 0.50314
S -1.89499 -0.82276 -1.90238
Cl 2.48692 2.01333 2.11262
```

Values from the calculation:
- 2S+1: 1
- Electronic energy: -1246.69024 Eh
- Energy relative to the best compared isomer or geometry (same formula, charge and spin): 190.1 kJ/mol
- Frontier orbital gap: 0.1336 Eh
- Total charge: -1

---

Entry 8:
Molecular formula: C20H22N4O3S
Method: DFT, ωB97M-V/def2-TZVPD

The geometry in XYZ format:
```
50
Properties=species:S:1:pos:R:3
C 3.71770 -0.78582 4.22196
C 3.29025 -2.13812 3.66698
C 1.80220 -2.25847 3.29894
C 0.91790 -2.25042 4.54894
C 1.37007 -1.13789 2.33502
C 0.09564 -1.51796 1.66103
C -0.31150 -2.81809 1.58650
S -1.82309 -3.03172 0.75839
C -1.92055 -1.32231 0.49428
N -2.93266 -0.71640 -0.15493
N -2.90823 0.52760 -0.28891
N -1.90824 1.26805 0.19098
C -2.00246 2.68125 -0.07092
C -1.18482 3.18727 -1.28085
O -1.11219 4.37255 -1.49693
N -0.62497 2.20068 -2.01311
C 0.21309 2.28733 -3.13548
C 0.45943 3.49438 -3.77766
C 1.28613 3.53249 -4.88549
C 1.86774 2.37070 -5.35947
C 1.62315 1.16985 -4.71580
C 0.80143 1.10317 -3.60144
C 0.56388 -0.21300 -2.91366
C -0.78167 0.79271 0.89434
O 0.07338 1.55547 1.28741
C -0.82549 -0.64484 1.03398
C 0.45823 -3.93506 2.20372
O 1.73321 -3.52135 2.62092
H 3.18296 -0.54479 5.13686
H 3.54880 0.00970 3.50176
H 4.77980 -0.81227 4.45289
H 3.51512 -2.92150 4.39249
H 3.86180 -2.35980 2.76402
H -0.13718 -2.24155 4.28411
H 1.12370 -1.36477 5.14173
H 1.12340 -3.13212 5.15176
H 1.23882 -0.19266 2.86121
H 2.14255 -0.99357 1.57420
H -1.63988 3.22968 0.80291
H -3.05068 2.92703 -0.25125
H -0.79098 1.25273 -1.71113
H 0.00483 4.39472 -3.40053
H 1.47260 4.47473 -5.37759
H 2.51195 2.39581 -6.22522
H 2.08173 0.26337 -5.08421
H 0.88509 -0.17432 -1.87080
H -0.49058 -0.49553 -2.94712
H 1.13125 -0.99781 -3.40710
H 0.63111 -4.73902 1.48065
H -0.11769 -4.36075 3.04358
```

Values from the calculation:
- SMILES string: CC[C@@]1(C)Cc2c(sc3nnn(CC(=O)Nc4ccccc4C)c(=O)c23)CO1
- 2S+1: 1
- Electronic energy: -1618.26604 Eh
- Energy relative to the best compared isomer or geometry (same formula, charge and spin): 313.9 kJ/mol
- Frontier orbital gap: 0.2953 Eh

---

- What is the electronic energy in the sixth record?
  -996.32787 Eh

---

- Which value of electronic energy does entry 1 give?
  -610.22338 Eh

---

- Which of these has the lowest electronic energy?
  C20H22N4O3S